No. 1
The following is a DFT calculation (ωB97M-V/def2-TZVPD) of a cluster of 2 separate species, C2H4O2 in total.

Strongest force on any atom = 1.7 eV/Å
Orbital gap (alpha / beta) = 0.1241 / 0.2403 Eh
Multiplicity = 2
Lowest unoccupied orbital energy (alpha / beta) = 4.07 / 4.03 eV
Net charge = -1

Geometry (Å):
O 0.89455 -0.05071 0.52931
C 1.41408 0.50853 1.57095
H 1.59903 1.60084 1.62699
H 1.61778 -0.07391 2.48870
O -1.83351 -0.76376 -0.50252
C -1.38274 -0.49906 -1.55826
H -1.68282 0.41173 -2.12009
H -0.62637 -1.13367 -2.03507

---

No. 2
The following is a DFT calculation (ωB97M-V/def2-TZVPD) of a cluster of 2 separate species, C2H4O2 in total.

Strongest force on any atom = 2.5 eV/Å
Orbital gap = 0.4015 Eh
Multiplicity = 1
Lowest unoccupied orbital energy = 0.65 eV
Net charge = 0

Geometry (Å):
O 14.78444 -0.20432 -3.26305
C 13.82740 -0.96603 -3.40754
H 12.98610 -1.01019 -2.67562
H 13.85871 -1.76416 -4.18694
O 15.82318 -3.47505 -6.49284
C 16.78287 -2.76382 -6.22722
H 17.72250 -2.93541 -6.80437
H 16.82230 -1.99595 -5.41835

---

No. 3
The following is a DFT calculation (ωB97M-V/def2-TZVPD) of a cluster of 2 separate species, C2H4O2 in total.

Strongest force on any atom = 1.8 eV/Å
Orbital gap = 0.4023 Eh
Multiplicity = 1
Lowest unoccupied orbital energy = 0.71 eV
Net charge = 0

Geometry (Å):
O 8.74400 -9.42229 -2.20557
C 8.71126 -8.78757 -1.16487
H 9.67261 -8.56166 -0.64502
H 7.77569 -8.43826 -0.66673
O 12.62245 -15.64659 -0.25373
C 13.11006 -14.72332 -0.84404
H 14.20850 -14.53219 -0.79537
H 12.50091 -14.00737 -1.44555

---

No. 4
The following is a DFT calculation (ωB97M-V/def2-TZVPD) of the molecule C2H4O2.

Strongest force on any atom = 5.9 eV/Å
Orbital gap (alpha / beta) = 0.2942 / 0.2944 Eh
Multiplicity = 1
Lowest unoccupied orbital energy (alpha / beta) = -1.20 / -1.20 eV
Net charge = 0

Geometry (Å):
C -0.51127 0.09272 0.91215
C 0.10563 -0.23524 -0.36010
O 0.65957 0.85310 -1.04385
O 0.68470 -1.38293 -0.44233
H 1.50950 0.52931 -1.38332
H -0.19403 0.95703 1.49386
H -1.08913 -0.69692 1.37998
H -1.16497 -0.11706 -0.55640

---

No. 5
The following is a DFT calculation (ωB97M-V/def2-TZVPD) of a cluster of 2 separate species, C2H4O2P in total.

Strongest force on any atom = 3.1 eV/Å
Orbital gap (alpha / beta) = 0.1965 / 0.3006 Eh
Multiplicity = 3
Lowest unoccupied orbital energy (alpha / beta) = 4.54 / 2.97 eV
Net charge = -1

Geometry (Å):
C -1.00856 -0.47628 -0.25128
C -0.19923 0.01766 0.69244
O -0.55553 2.85808 0.88582
O 0.38289 1.54498 2.85216
P 0.02082 1.64763 1.44021
H -0.93953 -1.53221 -0.64658
H -1.90115 0.11625 -0.47498
H 0.73470 -0.47618 0.81919
H 2.42561 1.40503 0.41644

---

No. 6
The following is a DFT calculation (ωB97M-V/def2-TZVPD) of a structure of composition C2H4O2P.

Strongest force on any atom = 3.6 eV/Å
Orbital gap = 0.3556 Eh
Multiplicity = 1
Lowest unoccupied orbital energy = -6.88 eV
Net charge = +1

Geometry (Å):
C 0.40357 -0.72786 -0.06691
C 0.30076 0.80349 0.11916
O -0.94521 -1.13220 -0.07780
O -1.02665 1.19301 -0.06639
P -2.05196 0.06265 0.04001
H 0.85936 -1.14927 -1.01991
H 1.06138 -1.35764 0.62928
H 0.50260 1.07345 1.10193
H 0.89616 1.23438 -0.65936

---

No. 7
The following is a DFT calculation (ωB97M-V/def2-TZVPD) of the ion C2H4O2PS with charge -1.

Strongest force on any atom = 9.9 eV/Å
Orbital gap (alpha / beta) = 0.1786 / 0.2098 Eh
Multiplicity = 3
Lowest unoccupied orbital energy (alpha / beta) = 3.69 / 1.39 eV
Net charge = -1

Geometry (Å):
C -1.58439 0.13506 0.85612
C -0.59068 0.35780 0.02198
O 0.80042 -1.71862 0.84442
O 1.12496 -0.81382 -1.62796
P 1.01845 -0.40854 -0.05702
S 2.25381 1.17556 0.38351
H -2.45146 0.86330 0.84113
H -1.39321 -0.67715 1.52790
H -0.56555 1.14552 -0.61944
H 1.38766 -0.05911 -2.17065

---

No. 8
The following is a DFT calculation (ωB97M-V/def2-TZVPD) of the molecule C2H4O2S.

Strongest force on any atom = 5.0 eV/Å
Orbital gap (alpha / beta) = 0.3266 / 0.3267 Eh
Multiplicity = 1
Lowest unoccupied orbital energy (alpha / beta) = 0.13 / 0.13 eV
Net charge = 0

Geometry (Å):
C -0.36405 0.51462 0.00738
C 0.22289 -0.80789 -0.38008
O 0.65960 1.52834 0.11547
O 1.95451 1.09979 -0.26964
S 1.82572 -0.72702 0.10646
H -1.05577 0.84555 -0.72020
H -0.66394 0.35887 1.12199
H -0.01350 -1.28604 -1.21047
H 1.51529 -0.12485 1.38514

---

No. 9
The following is a DFT calculation (ωB97M-V/def2-TZVPD) of a structure of composition C2H4O2S.

Strongest force on any atom = 2.8 eV/Å
Orbital gap (alpha / beta) = 0.2551 / 0.2348 Eh
Multiplicity = 1
Lowest unoccupied orbital energy (alpha / beta) = -0.41 / -0.57 eV
Net charge = 0

Geometry (Å):
C -0.19862 0.11760 -0.41732
C -0.31173 0.38278 1.12672
O 0.63076 -2.38686 -1.89079
O 0.49935 0.86076 -1.20352
S -0.50589 -2.14869 -0.97356
H -0.80341 -0.50025 1.54910
H -1.06323 1.23739 1.41097
H 0.70587 0.73086 1.40767
H 1.04691 1.70641 -1.00926

---

No. 10
The following is a DFT calculation (ωB97M-V/def2-TZVPD) of the molecule C2H4O2S.

Strongest force on any atom = 6.3 eV/Å
Orbital gap (alpha / beta) = 0.2126 / 0.3220 Eh
Multiplicity = 3
Lowest unoccupied orbital energy (alpha / beta) = -0.28 / -1.77 eV
Net charge = 0

Geometry (Å):
C -0.28182 -0.60826 0.01462
C -1.38814 0.42458 -0.01684
O 3.59720 -0.34691 -0.02659
O 0.97470 -0.42917 0.03673
S 2.49223 0.63022 0.08323
H -0.53601 -1.68815 -0.19723
H -1.22364 1.24180 0.85860
H -2.34270 -0.10369 0.26817
H -1.29182 0.87958 -1.02069

---

No. 11
The following is a DFT calculation (ωB97M-V/def2-TZVPD) of a structure of composition C2H4O3.

Strongest force on any atom = 7.2 eV/Å
Orbital gap = 0.3057 Eh
Multiplicity = 1
Lowest unoccupied orbital energy = -0.30 eV
Net charge = 0

Geometry (Å):
O 2.10690 -0.43273 0.31851
O -0.16940 -0.12385 0.22954
O 2.56398 0.65740 -0.41635
H 2.99361 1.22308 0.24190
H 0.95067 -0.78383 -0.07585
C -1.71896 -0.34703 0.01477
C -2.78895 -0.16506 -0.51382
H -3.71859 -0.02059 -0.98892
H -0.21925 -0.00739 1.19023

---

No. 12
The following is a DFT calculation (ωB97M-V/def2-TZVPD) of the molecule C2H4O3.

Strongest force on any atom = 1.4 eV/Å
Orbital gap = 0.4169 Eh
Multiplicity = 1
Lowest unoccupied orbital energy = 0.42 eV
Net charge = 0

Geometry (Å):
C 0.57879 -0.42479 0.00386
C -0.65727 0.49337 -0.04222
H 1.48584 1.29138 0.09956
H 0.52972 -1.17934 -0.78929
H 0.55252 -0.93853 0.95441
H -1.76289 -1.13246 -0.04506
O 1.75334 0.34798 -0.09453
O -1.86091 -0.15581 -0.05837
O -0.61913 1.69820 -0.02835

---

No. 13
The following is a DFT calculation (ωB97M-V/def2-TZVPD) of the ion C2H4O3P with charge -1.

Strongest force on any atom = 4.4 eV/Å
Orbital gap = 0.2630 Eh
Multiplicity = 1
Lowest unoccupied orbital energy = 4.23 eV
Net charge = -1

Geometry (Å):
C 0.05873 -0.44580 0.00702
C -0.94734 0.78961 0.04943
O 2.10141 1.23601 0.28147
O 0.82881 -0.89173 1.09485
O -0.72282 -1.54696 -0.56171
P 1.95631 -0.19875 -0.05816
H -1.66814 0.46570 -0.62322
H -0.40052 1.60968 -0.37491
H -1.10862 1.18961 0.99470
H -0.09781 -2.20739 -0.80947

---

No. 14
The following is a DFT calculation (ωB97M-V/def2-TZVPD) of a structure of composition C2H4O3S2.

Strongest force on any atom = 4.9 eV/Å
Orbital gap = 0.3723 Eh
Multiplicity = 1
Lowest unoccupied orbital energy = 0.48 eV
Net charge = 0

Geometry (Å):
C 0.78245 1.14079 -0.09039
C 0.31482 -0.61612 0.65143
O -1.58210 -0.80453 -1.19421
O -2.39830 0.16478 0.89546
O -0.51119 1.40616 -0.40624
S 1.05582 -2.01619 -0.04860
S -1.30894 -0.00418 -0.03177
H 1.11543 1.80325 0.73957
H 1.39700 1.18687 -0.97635
H 0.21633 -0.46362 1.81128
H 0.91868 -1.79720 -1.35018

---

No. 15
The following is a DFT calculation (ωB97M-V/def2-TZVPD) of a structure of composition C2H4O4P.

Strongest force on any atom = 2.8 eV/Å
Orbital gap = 0.2633 Eh
Multiplicity = 1
Lowest unoccupied orbital energy = 4.08 eV
Net charge = -1

Geometry (Å):
C -0.31936 0.75315 -0.15117
C 0.59437 -0.17277 -0.54648
O 0.30163 -1.87927 0.14321
O 2.40338 0.28730 1.69010
O 3.46174 -0.59830 -0.65115
O 3.26030 0.85706 -0.75329
P 2.21896 0.17507 0.21798
H -1.25228 1.08820 -0.60041
H -0.28497 1.00965 0.88531
H 0.68924 -0.62983 -1.50609
H -0.02943 -1.51434 1.00199

---

No. 16
The following is a DFT calculation (ωB97M-V/def2-TZVPD) of a structure of composition C2H4O4S.

Strongest force on any atom = 7.1 eV/Å
Orbital gap (alpha / beta) = 0.2716 / 0.2716 Eh
Multiplicity = 1
Lowest unoccupied orbital energy (alpha / beta) = -0.83 / -0.83 eV
Net charge = 0

Geometry (Å):
C -0.27155 -1.90898 1.18753
C -0.27815 -0.70125 0.20436
O 1.65796 2.91584 -0.88985
O -0.26408 1.70939 -1.76534
O 0.74798 0.20486 0.04089
O -1.21126 -0.61963 -0.68381
S 0.37825 2.31170 -0.60596
H 0.29670 -1.76721 2.10559
H -1.11134 -2.63591 0.98105
H 1.21059 0.37737 0.83872
H -1.15512 0.11383 -1.41318

---

No. 17
The following is a DFT calculation (ωB97M-V/def2-TZVPD) of the ion C2H4O5P with charge -1.

Strongest force on any atom = 5.6 eV/Å
Orbital gap (alpha / beta) = 0.2545 / 0.1642 Eh
Multiplicity = 3
Lowest unoccupied orbital energy (alpha / beta) = 3.79 / -0.15 eV
Net charge = -1

Geometry (Å):
C 0.77410 0.30970 0.92672
C 1.11600 0.49413 -0.52954
O -2.54475 -1.18524 1.34820
O -1.31777 -1.08698 -0.88361
O -1.73257 1.04059 0.41228
O 0.01302 -0.54352 1.36732
O 1.20193 -0.66977 -1.25919
P -1.63340 -0.46007 0.40544
H 1.39913 1.04076 1.46580
H 2.03795 0.97837 -0.70290
H 0.40673 1.13607 -1.06180
H 0.27964 -1.05404 -1.48872

---

No. 18
The following is a DFT calculation (ωB97M-V/def2-TZVPD) of a structure of composition C2H4OP2.

Strongest force on any atom = 3.7 eV/Å
Orbital gap (alpha / beta) = 0.3028 / 0.3028 Eh
Multiplicity = 1
Lowest unoccupied orbital energy (alpha / beta) = -1.09 / -1.09 eV
Net charge = 0

Geometry (Å):
C -0.05442 -1.22312 2.04264
C -0.18305 -0.43003 1.14393
O -1.27584 -0.76778 -1.68420
P 1.35965 0.86434 -0.98945
P -0.58615 0.75559 -0.08108
H 0.10577 -1.93227 2.80229
H -2.18923 -0.93558 -1.46110
H 1.82589 1.72503 0.02902
H 0.99738 1.94381 -1.80205

---

No. 19
The following is a DFT calculation (ωB97M-V/def2-TZVPD) of a structure of composition C2H4ORb.

Strongest force on any atom = 1.7 eV/Å
Orbital gap = 0.2748 Eh
Multiplicity = 1
Lowest unoccupied orbital energy = -4.28 eV
Net charge = +1

Geometry (Å):
H 0.23023 0.52725 -1.37655
O 0.31391 -1.00371 0.58303
C 1.02352 0.04427 0.17831
C 0.16565 1.09481 -0.34437
H 0.82601 -1.56411 1.18305
H -0.80736 1.28882 0.13751
H 0.74288 2.01578 -0.50193
Rb -2.49484 -2.40311 0.14096

---

No. 20
The following is a DFT calculation (ωB97M-V/def2-TZVPD) of a cluster of 2 separate species, C2H4OS in total.

Strongest force on any atom = 5.9 eV/Å
Orbital gap = 0.3386 Eh
Multiplicity = 1
Lowest unoccupied orbital energy = 0.28 eV
Net charge = 0

Geometry (Å):
C 0.26549 -0.45882 0.16913
C -0.44331 0.71484 -0.27134
O 1.53431 -0.49895 0.46088
S 1.24010 -1.60637 -0.70008
H -0.72313 -1.07968 1.37114
H -0.18925 1.06968 -1.21269
H -0.24030 1.42037 0.44174
H -1.44391 0.43894 -0.25877